(1)
The following is a DFT calculation (wB97M-V/def2-TZVPD) of a 2-piece molecular cluster, Cl2O4PS overall at a distorted geometry.

The geometry in XYZ format:
```
8
Properties=species:S:1:pos:R:3:forces:R:3:nbo_charge:R:1
O 1.741263 1.421335 -0.417892 0.2 0.0 -0.5 -0.9572
O -2.889744 -0.053520 -1.566771 1.5 0.2 0.7 -0.4397
O 1.598058 -0.247189 1.374088 0.2 0.3 -0.6 -0.9751
O 1.564699 -1.027180 -0.930946 0.9 -0.1 -0.8 -0.9878
P -0.796094 0.030324 -0.200971 -1.5 2.7 -2.0 0.6568
S 1.379492 0.084298 -0.030269 -0.5 -1.0 1.7 2.2191
Cl -1.429052 -1.626112 0.519963 -0.4 -2.3 1.3 -0.2180
Cl -1.168622 1.418046 1.252798 -0.4 0.1 0.2 -0.2981
```
Positions in Å, forces in eV/Å.

Charge: -1
E_tot in eV: -53357.45774
2S+1: 1

(2)
The following is a DFT calculation (wB97M-V/def2-TZVPD) of a 2-piece molecular cluster, Cl3FSi overall at a distorted geometry.

The geometry in XYZ format:
```
5
Properties=species:S:1:pos:R:3:forces:R:3:nbo_charge:R:1
F -2.035759 2.415690 -0.439077 0.3 -0.7 0.3 -0.5251
Si 0.505454 -0.796655 0.163207 3.0 0.2 1.4 1.2345
Cl 1.952480 0.468470 0.965961 -0.5 -0.9 -1.0 -0.2935
Cl -1.148020 -0.089404 0.681479 -3.1 1.6 0.1 -0.1617
Cl 0.725845 -1.998103 -1.371571 0.3 -0.1 -0.8 -0.2542
```
Positions in Å, forces in eV/Å.

E_tot in eV: -48161.29761
2S+1: 1

(3)
The following is a DFT calculation (wB97M-V/def2-TZVPD) of a 2-piece molecular cluster, Cl3H3Si2 overall at a distorted geometry.

The geometry in XYZ format:
```
8
Properties=species:S:1:pos:R:3:forces:R:3:nbo_charge:R:1
Si -1.112116 -0.870125 0.603295 -1.7 0.5 2.3 1.0152
Si -1.723342 1.849055 -1.854234 -0.2 0.0 -0.3 0.7308
Cl 0.673253 -0.205112 1.178760 1.2 0.6 -0.3 -0.3487
Cl 0.239873 2.491994 -1.798585 0.2 0.1 0.1 -0.4454
Cl -1.643450 -1.926904 2.353914 -0.3 0.2 -0.8 -0.4017
H -2.103490 0.400516 0.629132 1.1 -1.6 -0.7 -0.1217
H -0.993949 -1.903510 -0.409672 -0.2 0.2 -0.6 -0.1368
H -1.440376 0.738459 -2.888305 -0.1 0.1 0.3 -0.2917
```
Positions in Å, forces in eV/Å.

E_tot in eV: -53372.62733
2S+1: 1

(4)
The following is a DFT calculation (wB97M-V/def2-TZVPD) of Cl3H4NaO2 as an isolated structure.

The geometry in XYZ format:
```
10
Properties=species:S:1:pos:R:3:forces:R:3:nbo_charge:R:1
Na -0.457326 0.514126 -0.552331 0.0 0.1 -0.4 0.9300
Cl 0.036768 -2.384470 -0.188730 -0.1 -0.1 0.3 -0.9227
Cl -1.123954 0.526845 -3.232634 -0.1 0.0 0.0 -0.9747
Cl -1.097209 3.255950 0.262922 0.0 -0.3 0.3 -0.9740
O 2.136619 -0.418589 -1.069813 0.0 0.1 0.4 -0.9970
H 1.565752 -1.096540 -0.621611 0.1 0.0 -0.4 0.4924
H 3.016455 -0.799594 -1.046257 0.0 0.0 0.0 0.4455
O -0.991117 0.122355 2.042613 -0.1 0.4 0.0 -0.9531
H -1.604695 0.864022 1.936989 0.2 0.2 0.0 0.4884
H -1.481293 -0.584106 2.468852 0.0 -0.2 -0.3 0.4650
```
Positions in Å, forces in eV/Å.

Charge: -2
E_tot in eV: -46149.10383
2S+1: 1